Entry 1:
C10H17InO7 | the ωB97M-V functional and the def2-TZVPD basis

Last column: Mulliken charge in e.
CARTESIAN COORDINATES (ANGSTROEM)
In  0.89562  0.51446  -0.88934  1.065
C  -1.31929  -1.93133  3.05060  -1.010
C  -0.34775  -0.78473  2.91885  -0.011
O  -0.17820  -0.24360  1.74289  -0.052
H  -1.19540  -2.63413  2.22417  0.357
H  -2.36756  -1.60780  3.01451  0.348
H  -1.13413  -2.35825  4.03848  0.382
H  0.67705  -1.07935  3.26892  0.394
H  -0.71102  0.01647  3.63252  0.395
C  -2.20225  4.85268  4.19793  -1.451
C  -2.33483  4.47977  2.73984  0.466
C  -1.79496  5.45845  1.68996  -0.396
O  -1.06685  4.61319  0.80147  -0.309
C  -0.90655  3.40982  1.34185  0.553
O  -0.26358  2.51117  0.84706  -0.442
O  -1.55677  3.29454  2.49832  -0.307
H  -2.64823  5.82085  4.42713  0.393
H  -1.13337  4.94613  4.41513  0.367
H  -2.60592  4.12534  4.89877  0.349
H  -3.39190  4.27026  2.55413  0.261
H  -1.23773  6.29519  2.10376  0.324
H  -2.69868  5.79718  1.18600  0.306
C  3.82014  -4.13489  -4.84690  -1.344
C  2.34102  -3.82796  -4.96170  0.443
C  1.38591  -4.66666  -4.04843  -0.464
O  0.56053  -3.65072  -3.47692  -0.321
C  1.11372  -2.46046  -3.58911  0.637
O  0.84497  -1.47035  -2.95177  -0.582
O  2.15828  -2.50589  -4.42628  -0.328
H  4.23725  -3.65341  -3.96299  0.359
H  4.37055  -3.69394  -5.67921  0.349
H  4.05300  -5.19881  -4.84983  0.371
H  1.92202  -3.90180  -5.96535  0.311
H  1.99127  -5.26074  -3.36127  0.275
H  0.72365  -5.34066  -4.58320  0.316

Forces on the atoms, in the same order (eV/Å):
In 0.02 -0.22 -0.61
C -0.75 0.59 0.28
C 0.07 -2.27 -2.65
O -0.39 0.71 1.28
H 0.21 0.00 0.04
H -0.01 -0.12 0.11
H -0.09 -0.19 -0.08
H 0.40 0.99 0.81
H 0.44 0.69 0.32
C 1.02 0.43 0.13
C -0.69 0.36 1.07
C -1.73 -0.13 0.64
O 0.83 -0.52 -0.24
C -0.97 0.89 0.71
O 0.44 -0.68 -0.37
O 0.44 -0.77 -0.54
H -0.16 -0.04 -0.21
H -0.04 0.07 0.12
H -0.21 -0.15 -0.28
H 0.21 -0.35 -0.32
H 0.46 -0.21 -0.27
H 0.49 0.50 -0.43
C 0.25 0.18 -0.55
C -0.50 -0.99 0.51
C 0.88 0.11 -1.20
O -0.76 -0.14 1.20
C 1.92 -0.43 -0.39
O -0.68 0.42 0.43
O -0.67 0.71 -0.05
H -0.18 -0.26 0.24
H -0.13 -0.04 -0.09
H -0.19 -0.04 0.09
H 0.41 0.47 -0.18
H -0.43 0.39 0.69
H 0.10 0.04 -0.17

Computed properties:
LUMO level ... -13.06 eV
Net charge ... +2



Entry 2:
C10H17N2O | the ωB97M-V functional and the def2-TZVPD basis

Last column: Mulliken charge in e.
CARTESIAN COORDINATES (ANGSTROEM)
C  -3.63232  0.52190  0.48286  -0.480
C  -3.89370  -0.63175  0.96552  -0.430
C  -2.36750  1.03994  -0.24726  0.882
C  -0.13749  0.81331  -0.88641  -1.821
C  1.29286  -0.70242  0.31294  -1.210
C  -1.24920  -1.12704  -0.15584  -0.421
C  1.06522  0.76562  0.07186  2.144
C  -1.20766  -1.93892  -1.37878  -1.360
C  2.21481  1.54139  -0.63536  -1.937
C  0.70301  1.61292  1.35015  -1.446
N  -1.37916  0.18062  -0.46188  0.629
N  -0.05401  -1.30330  0.70670  -0.105
O  -2.36292  2.22483  -0.50783  -0.573
H  -4.28622  1.37504  0.48994  0.421
H  -3.83002  -1.70042  1.29911  0.378
H  -0.39449  1.80582  -1.08378  0.555
H  0.00370  0.42515  -1.92089  0.331
H  1.41884  -1.29751  -0.56058  0.411
H  1.97362  -0.76704  1.12433  0.491
H  -0.27868  -1.90364  -1.91657  0.387
H  -2.19317  -1.74485  -1.96842  0.283
H  -1.19531  -3.00489  -1.08386  0.455
H  1.98430  2.51696  -1.03606  0.411
H  2.58753  0.81647  -1.41312  0.423
H  2.90914  1.74961  0.12968  0.519
H  1.19020  1.27205  2.31885  0.333
H  -0.37886  1.75338  1.34434  0.333
H  1.12045  2.65922  1.32223  0.454
H  0.03790  -2.30973  1.02861  0.461
H  -0.41946  -0.85989  1.65049  0.483

Forces on the atoms, in the same order (eV/Å):
C 0.46 0.46 -0.65
C 1.22 -2.36 0.27
C -2.67 1.37 1.28
C 0.43 -0.40 -1.80
C -1.39 0.67 0.18
C -0.09 -0.76 -0.77
C -1.30 2.18 -0.91
C -2.47 -2.56 0.00
C -0.31 -2.79 -0.69
C 0.93 0.30 0.41
N 1.59 1.81 0.62
N -1.42 -0.39 5.25
O 0.33 -0.67 -0.22
H -0.64 0.15 0.28
H -0.29 1.65 -0.46
H -0.31 1.71 -0.03
H 0.87 -0.11 0.69
H 1.47 -0.04 -0.81
H 0.75 -1.09 0.57
H 0.32 0.81 -0.82
H 2.16 -0.34 0.68
H -0.46 0.12 -0.22
H -0.75 -0.04 -0.33
H 0.26 1.25 0.50
H 1.46 -0.11 0.62
H -1.07 -0.21 -1.01
H 0.03 -0.17 0.90
H -0.40 -1.01 -0.60
H 0.05 1.20 -0.96
H 1.22 -0.64 -1.99

Computed properties:
LUMO level (alpha / beta) ... -5.10 / -3.77 eV
Net charge ... +1



Entry 3:
C10H17N3O6 | the ωB97M-V functional and the def2-TZVPD basis

Last column: Mulliken charge in e.
CARTESIAN COORDINATES (ANGSTROEM)
C  2.12646  0.83340  -0.05000  0.169
C  0.69883  0.29200  -0.40407  -0.017
C  2.39981  0.92051  1.47801  -1.072
C  1.60349  2.01559  2.14009  -0.585
C  2.10235  3.40592  1.65250  0.670
C  -1.03111  -1.40679  0.10504  0.580
C  -1.45818  -2.42276  1.12304  0.224
C  -1.12620  -2.11151  -1.30754  -1.431
C  -2.39578  -2.54098  -1.98174  -0.420
C  -3.38509  -1.46197  -2.38686  0.380
H  3.32732  2.34558  -0.70613  0.271
H  1.99874  2.16422  -1.58910  0.224
H  2.93889  0.16948  -0.37998  0.195
H  2.29672  -0.08413  1.93968  0.554
H  3.44908  1.24002  1.53773  0.449
H  0.46282  1.86116  2.07693  0.199
H  1.70525  2.00343  3.21091  0.407
H  1.90273  5.15164  1.83600  0.342
H  0.87329  -1.15396  1.05115  0.320
H  -1.78619  -0.55957  0.05130  0.544
H  -0.56391  -1.42322  -1.95896  0.473
H  -0.52765  -2.96981  -1.22831  0.507
H  -2.11758  -3.08801  -2.86273  0.374
H  -2.97554  -3.22070  -1.30785  0.192
H  -3.58094  0.57277  -2.43025  0.311
H  -2.10661  0.10481  -2.20927  0.139
H  -1.17459  -3.35823  2.65592  0.378
N  2.30523  2.12200  -0.65593  -0.567
N  0.30627  -0.87439  0.25104  -0.092
N  -3.01026  -0.15535  -2.00008  -0.368
O  -0.02170  0.84038  -1.22572  -0.622
O  3.25320  3.63273  1.37329  -0.594
O  1.26192  4.43200  1.93011  -0.466
O  -2.55184  -2.91474  0.99357  -0.598
O  -4.51094  -1.66903  -2.84774  -0.639
O  -0.68830  -2.69249  2.12595  -0.431

Forces on the atoms, in the same order (eV/Å):
C -0.06 -0.72 0.39
C 0.02 -0.58 0.25
C 0.16 -0.01 -0.60
C -2.07 0.38 -0.75
C -0.07 -0.75 1.83
C -0.95 0.64 -1.56
C -2.09 1.14 -1.51
C 0.78 1.74 0.06
C -1.48 -0.09 1.00
C -1.71 1.14 0.21
H -1.33 -0.14 0.39
H -0.89 -0.24 -1.27
H -0.67 -0.63 -0.34
H 0.06 0.73 -0.06
H -0.10 -0.39 0.22
H 1.58 0.50 -0.56
H 0.59 0.20 0.58
H -0.40 0.68 -0.04
H -0.44 -0.02 -0.47
H 0.80 -0.97 0.52
H -0.21 -0.26 0.06
H 1.03 -1.32 0.09
H -0.02 -0.41 -0.49
H 0.42 0.41 -0.68
H -0.45 -0.54 0.30
H 2.85 0.30 0.06
H 0.31 0.27 -0.11
N 1.67 0.79 0.55
N 0.98 0.98 0.35
N -2.42 -0.59 -0.79
O 0.48 -0.31 0.42
O -0.05 -0.06 -0.03
O 0.39 -0.67 -0.41
O -0.18 -0.47 0.20
O 2.01 -0.12 0.58
O 1.45 -0.61 1.65

Computed properties:
LUMO level ... 0.25 eV
SMILES ... NC(=O)CC[C@H](NC(=O)[C@@H](N)CCC(=O)O)C(=O)O



Entry 4:
C10H17NOSi | the ωB97M-V functional and the def2-TZVPD basis

Last column: Mulliken charge in e.
CARTESIAN COORDINATES (ANGSTROEM)
C  0.49210  -0.41238  0.99887  0.310
C  -0.05239  0.18476  2.07447  0.322
C  2.04585  0.36122  2.15225  0.768
C  0.47618  -2.37567  -0.44200  -0.782
C  -0.05060  -1.18233  -0.37834  0.357
C  -1.44591  0.33828  2.54173  -1.244
C  3.31607  0.89097  2.64226  -1.039
C  -2.64259  0.55420  -1.20618  -1.191
C  -1.00286  -1.24336  -3.34346  -1.140
C  0.28333  1.44970  -1.99758  -1.055
N  1.85372  -0.19057  1.00806  -0.538
O  0.98310  0.72421  2.82668  -0.374
Si  -0.91392  -0.14004  -1.69869  0.524
H  0.38306  -3.02245  -1.34251  0.249
H  1.09205  -2.91244  0.26096  0.295
H  -1.58252  1.40678  2.76825  0.306
H  -2.00570  0.01994  1.77981  0.147
H  -1.76061  -0.27012  3.34044  0.361
H  2.96113  1.76716  3.16871  0.310
H  3.82648  0.19545  3.33640  0.237
H  4.00482  1.17869  1.82025  0.275
H  -3.01791  0.04144  -0.30104  0.299
H  -2.58785  1.62682  -0.93945  0.327
H  -3.39529  0.43319  -1.96611  0.383
H  0.03915  -1.66387  -3.43072  0.269
H  -1.70981  -2.04497  -3.22013  0.315
H  -1.03053  -0.77615  -4.28869  0.397
H  0.80951  1.58554  -1.07126  0.307
H  1.12694  1.29511  -2.68053  0.346
H  -0.49501  2.18087  -2.41245  0.258

Forces on the atoms, in the same order (eV/Å):
C -1.26 -0.62 -3.30
C -0.69 -0.50 0.33
C 2.30 0.72 -1.55
C 0.18 -2.41 -2.04
C 0.42 2.56 3.51
C 2.55 2.17 1.56
C 0.86 0.17 0.32
C 0.80 -0.07 1.11
C 2.13 0.12 2.25
C -1.96 -1.61 -0.97
N 0.10 -0.95 0.61
O -1.82 -0.85 0.23
Si 0.84 0.63 -1.78
H -0.32 0.68 0.36
H 0.09 0.56 0.72
H -0.48 -0.41 -0.02
H -2.53 -0.71 -3.19
H 0.12 -0.64 1.49
H 0.78 0.45 0.47
H -0.22 0.44 -0.31
H -0.55 -0.31 0.54
H 0.12 0.12 -0.38
H 0.08 -0.45 -0.20
H -0.16 -0.09 -0.47
H -0.87 -0.11 0.51
H -0.29 -0.35 -0.23
H -0.90 1.00 -0.93
H -0.42 0.99 0.78
H -0.58 -0.17 -0.40
H 1.67 -0.34 0.98

Computed properties:
LUMO level ... 0.87 eV
SMILES ... C=C(c1nc(C)oc1C)[Si](C)(C)C



Entry 5:
C10H17O3S | the ωB97M-V functional and the def2-TZVPD basis

Last column: Mulliken charge in e.
CARTESIAN COORDINATES (ANGSTROEM)
C  -0.84276  -2.50149  -0.74419  -0.665
C  2.60674  -0.18537  -0.59792  0.124
C  -2.41417  2.29604  -0.18449  -0.599
C  -3.56645  1.38946  -0.72474  -0.659
C  -1.62611  1.25164  0.62150  -1.005
C  -2.94244  -0.05534  -0.77046  -0.819
C  -1.59543  0.06179  -0.15880  0.470
C  4.91028  -0.39441  -0.10728  -1.002
C  3.75302  0.24936  1.88335  -1.145
C  3.72451  -0.15327  0.45430  0.886
O  2.90527  0.28927  -1.71890  -0.722
O  1.50505  -0.66267  -0.27555  -0.554
O  -2.28003  -1.89476  1.42664  -0.754
S  -1.00448  -1.39589  0.73096  0.512
H  -1.54309  -2.18796  -1.65413  0.158
H  0.20642  -2.51684  -1.01546  0.301
H  -1.84955  2.54543  -1.03445  0.366
H  -2.90745  3.09917  0.49644  0.285
H  -4.29929  1.28781  0.02526  0.328
H  -3.88817  1.57077  -1.75676  0.343
H  -0.62873  1.64597  0.74811  0.297
H  -2.07313  1.07919  1.63536  0.346
H  -3.61028  -0.78309  -0.20294  0.225
H  -2.93435  -0.41027  -1.84940  0.283
H  -0.82424  0.25387  -0.94593  0.251
H  -1.07059  -3.61913  -0.37958  0.282
H  4.95181  -0.84783  -1.11099  0.251
H  5.91451  -0.36913  0.35945  0.299
H  3.67805  -0.60063  2.59838  0.231
H  2.99884  0.88554  2.13630  0.323
H  4.74621  0.67274  2.11595  0.362

Forces on the atoms, in the same order (eV/Å):
C -1.34 -1.64 -0.50
C -0.22 0.73 -0.60
C -2.93 -1.22 1.87
C 1.77 -1.22 -0.66
C 0.23 3.10 3.00
C -2.22 -1.25 -1.38
C 1.83 -1.56 -2.79
C 1.05 -1.39 -0.68
C 1.66 -1.99 0.56
C 1.94 0.12 -1.22
O -0.02 -0.19 0.45
O -0.80 -0.43 0.72
O 1.07 0.36 -0.23
S -1.84 -1.34 0.00
H 1.51 -0.74 2.14
H 0.08 0.42 -0.29
H 0.91 1.33 -0.77
H 1.46 -0.82 -1.55
H -1.50 0.53 0.41
H -0.51 0.64 0.60
H 0.48 -0.04 0.54
H 0.16 0.23 -0.70
H 0.96 0.81 -0.57
H 0.20 0.23 1.27
H -0.37 -0.54 0.38
H 0.08 2.64 -0.66
H -0.12 0.75 0.34
H -0.79 0.14 0.31
H -0.21 0.17 -0.60
H -2.05 2.04 0.75
H -0.48 0.14 -0.15

Computed properties:
LUMO level ... 3.34 eV
Net charge ... -1



Entry 6:
C10H18AsIrN4O2PS6 | the ωB97M-V functional and the def2-TZVPD basis

Last column: Mulliken charge in e.
CARTESIAN COORDINATES (ANGSTROEM)
Ir  -0.06394  -0.09431  -1.23917  2.145
C  3.01654  -1.56374  0.19331  -1.076
C  2.99038  -0.08883  -0.02574  0.263
N  1.97773  0.56482  -0.52657  0.153
C  2.23214  1.91107  -0.69142  0.046
C  3.46701  2.28786  -0.27269  -0.354
S  4.33268  0.93412  0.31620  -0.098
C  1.18653  2.72318  -1.28842  0.131
C  1.20163  4.04592  -1.58510  -0.462
S  -0.27547  4.49960  -2.32048  -0.066
C  -0.85679  2.89393  -2.19845  0.605
N  0.01234  2.08899  -1.63497  -0.719
C  -2.20541  2.49959  -2.68161  -0.908
H  2.00119  -1.95971  0.16955  0.112
H  3.51713  -1.82436  1.12650  0.414
H  3.57533  -2.04610  -0.61153  0.369
H  3.91350  3.26885  -0.28150  0.450
H  1.98790  4.76658  -1.43057  0.426
H  -2.73932  3.35458  -3.08980  0.440
H  -2.78869  2.07771  -1.86281  0.239
H  -2.12450  1.73645  -3.45930  0.092
S  -1.92456  -0.67655  -5.25536  -0.279
As  -1.32279  -1.80634  -3.56864  0.423
S  -2.29932  -1.01934  -1.74546  -0.550
S  0.78624  -1.49788  -2.99267  -0.228
S  -1.88792  -3.75697  -4.14717  -0.269
N  -3.31460  -1.95512  1.16785  0.007
C  -2.21400  -2.48272  2.02915  -0.616
P  -1.04618  -1.05023  2.21953  0.661
O  -1.77705  0.06390  2.85576  -0.814
O  -0.32560  -0.80228  0.91325  -0.860
C  0.33636  -1.53036  3.37748  -0.688
N  1.08297  -0.22529  3.44743  -0.175
H  -4.11591  -2.58439  1.10764  0.417
H  -2.96052  -1.80475  0.20020  -0.095
H  -3.62227  -1.05050  1.54614  0.440
H  -1.76393  -3.35648  1.56429  0.358
H  -2.62307  -2.73692  3.00510  0.425
H  0.98425  -2.31210  2.98974  0.346
H  -0.02546  -1.78747  4.36988  0.448
H  1.32951  0.04600  2.48654  0.055
H  1.91767  -0.24195  4.03268  0.400
H  0.42829  0.49151  3.79119  0.393

Forces on the atoms, in the same order (eV/Å):
Ir 0.60 -0.28 -0.85
C 0.03 -0.05 -0.15
C 0.36 -0.11 0.23
N -1.35 -0.26 -0.82
C 0.35 0.15 0.14
C -0.01 -0.08 0.03
S -0.39 -0.16 -0.13
C 0.22 0.30 0.01
C -0.11 -0.07 -0.06
S 0.00 -0.43 0.10
C -0.44 0.25 -0.24
N -0.09 -1.83 0.24
C 0.02 -0.01 -0.03
H 0.03 0.03 0.09
H -0.04 0.00 -0.01
H 0.01 0.00 0.01
H -0.03 0.00 -0.03
H 0.03 -0.05 0.03
H 0.01 0.01 0.01
H 0.01 0.00 0.02
H 0.05 -0.05 -0.04
S 0.78 0.41 0.95
As -1.96 -1.49 -2.67
S 2.20 1.00 0.55
S -0.97 1.91 1.94
S 0.67 0.62 1.05
N 0.04 0.00 0.12
C 0.44 0.30 0.20
P -0.04 -0.29 -0.01
O -0.12 0.04 0.11
O 0.28 0.06 -0.42
C -0.48 -0.03 -0.24
N -0.22 0.02 -0.13
H -0.04 -0.06 0.09
H -0.02 0.07 -0.15
H -0.11 -0.03 -0.07
H -0.06 0.00 -0.09
H -0.03 -0.05 -0.01
H 0.10 0.08 -0.01
H 0.05 0.05 0.04
H 0.13 0.04 0.10
H 0.02 -0.06 0.06
H 0.06 0.02 0.04

Computed properties:
2S+1 ... 2
LUMO level (alpha / beta) ... -8.60 / -8.60 eV
Net charge ... +2
Expectation value of S² ... 0.788



Entry 7:
C10H18Br | the ωB97M-V functional and the def2-TZVPD basis

Last column: Mulliken charge in e.
CARTESIAN COORDINATES (ANGSTROEM)
Br  0.81194  0.05621  5.03344  -0.279
H  0.79839  0.22996  3.39571  0.046
C  0.32719  0.64875  2.38758  -0.178
C  0.78699  -0.09520  1.14133  -0.769
C  -0.12630  0.32094  -0.04976  0.172
C  0.36789  -0.12859  -1.45005  1.789
C  0.51159  -1.64592  -1.54706  -1.855
C  1.73158  0.49238  -1.77132  -1.881
C  -0.59592  0.33864  -2.53351  -2.011
C  -1.55171  -0.12554  0.25693  -0.615
C  -2.01287  0.18153  1.68898  -0.615
C  -1.13704  0.52699  2.63908  -0.294
H  0.68204  1.69560  2.38547  0.389
H  1.84722  0.12019  0.93197  0.206
H  0.69196  -1.18079  1.29088  0.357
H  -0.12457  1.42263  -0.09226  0.457
H  -0.45154  -2.14723  -1.40325  0.359
H  0.86775  -1.90040  -2.55003  0.488
H  1.23416  -2.03508  -0.81641  0.365
H  1.69118  1.58695  -1.70787  0.381
H  2.53217  0.11216  -1.12247  0.385
H  2.00194  0.23255  -2.80070  0.495
H  -0.73967  1.42039  -2.49449  0.399
H  -0.18126  0.10974  -3.50801  0.503
H  -1.56734  -0.15602  -2.47677  0.401
H  -2.24147  0.37673  -0.43188  0.408
H  -1.66521  -1.19890  0.03673  0.227
H  -3.09368  0.08948  1.87509  0.367
H  -1.39539  0.65186  3.69267  0.305

Forces on the atoms, in the same order (eV/Å):
Br 0.45 -0.36 1.96
H 0.26 0.01 -1.20
C -0.45 0.41 -1.29
C 0.23 -0.08 -0.20
C 0.31 0.26 0.27
C 0.32 -0.21 0.22
C -0.01 -0.16 0.04
C 0.14 0.03 0.03
C -0.27 0.09 0.07
C -0.65 0.29 0.23
C 0.53 -0.28 -0.47
C -0.43 -0.10 0.02
H -0.14 -0.37 0.20
H -0.39 -0.06 0.07
H 0.01 0.21 0.05
H -0.03 -0.10 0.12
H 0.18 -0.03 0.01
H 0.00 -0.09 0.11
H -0.19 0.05 -0.18
H 0.08 -0.15 0.08
H -0.20 0.18 -0.10
H 0.03 0.05 0.12
H -0.10 0.03 0.06
H 0.11 -0.08 -0.26
H 0.01 0.07 0.06
H 0.05 -0.05 0.10
H -0.02 0.17 0.27
H 0.62 0.02 0.13
H -0.45 0.24 -0.49

Computed properties:
2S+1 ... 2
LUMO level (alpha / beta) ... 0.74 / -2.26 eV
Expectation value of S² ... 0.756